Record 1
Formula: C20H40HfNP3S2
Source: OMol25
Level of theory: wB97M-V/def2-TZVPD

Values from the calculation:
Lowest unoccupied orbital energy (alpha / beta): -16.2944 / -16.2930 eV
2S+1: 1
HOMO energy (alpha / beta): -21.05 / -21.06 eV
Electronic energy: -2707.6507 Ha
Orbital gap (alpha / beta): 4.8 / 4.8 eV
Total charge: +4

Geometry (Å):
1 Hf -0.73353 0.17090 -0.06863
2 P -0.31497 -0.83295 2.60926
3 P 1.01202 1.99112 1.03303
4 P -1.58074 -2.39026 -0.13306
5 H 2.46450 0.77682 -5.81782
6 C 1.50188 0.24648 -5.94375
7 C 0.33874 0.87453 -5.75796
8 H 0.32432 1.92077 -5.46711
9 C 1.25520 -1.78384 2.80884
10 C -0.18704 0.41297 3.95737
11 C -1.50461 -1.96111 3.45461
12 C 1.60077 3.20300 -0.20241
13 C 0.67837 3.20096 2.38736
14 C 2.62778 1.25595 1.51406
15 C -1.88153 -2.89458 -1.87091
16 C -3.13790 -2.98031 0.62909
17 C -0.41159 -3.73277 0.35850
18 H 1.56052 -0.80051 -6.27733
19 H -0.61687 0.39711 -5.98073
20 H 1.33105 -2.20096 3.82251
21 H 2.11891 -1.13584 2.63423
22 H 1.28862 -2.61019 2.09067
23 H -0.20028 -0.07816 4.93907
24 H -1.04479 1.09435 3.90696
25 H 0.73683 0.99629 3.87992
26 H -1.26165 -2.04299 4.52396
27 H -1.48460 -2.96891 3.02449
28 H -2.52103 -1.56401 3.37235
29 H 2.17285 3.97892 0.32402
30 H 0.73204 3.63557 -0.70549
31 H 2.23132 2.74074 -0.97015
32 H 1.62034 3.42361 2.91547
33 H -0.05365 2.83119 3.11268
34 H 0.27301 4.12923 1.95089
35 H 3.41508 2.02172 1.44587
36 H 2.84797 0.44085 0.81077
37 H 2.59982 0.85795 2.53685
38 H -2.05075 -3.98001 -1.91535
39 H -1.01677 -2.63428 -2.48808
40 H -2.75807 -2.37541 -2.27180
41 H -3.50795 -3.84682 0.06196
42 H -3.88727 -2.17983 0.57003
43 H -3.01618 -3.26874 1.67981
44 H -0.65291 -4.65672 -0.18610
45 H -0.47413 -3.93668 1.43401
46 H 0.61409 -3.43073 0.10866
47 C 0.68093 0.52168 -2.87679
48 C 1.43141 -0.67662 -2.90255
49 C 2.81233 -0.62115 -2.94611
50 C 3.47482 0.60017 -3.03052
51 C 2.73064 1.79064 -3.12144
52 C 1.35151 1.75446 -3.06078
53 S -1.02203 0.45132 -2.64266
54 H 0.71271 -0.58557 -0.72212
55 H 0.89168 -1.62324 -2.88995
56 H 3.39780 -1.55941 -2.93599
57 H 4.56803 0.66195 -3.09637
58 H 3.22078 2.76625 -3.27357
59 H 0.70765 2.65083 -3.15568
60 S -3.24449 3.16707 2.51682
61 C -4.05753 1.63485 2.64282
62 C -3.52928 0.69965 1.78675
63 N -2.47970 1.20744 0.99022
64 C -2.32612 2.54154 1.20939
65 H -4.83644 1.44977 3.36410
66 H -3.84983 -0.33665 1.68611
67 H -1.68208 3.19060 0.61767

***

Record 2
Formula: C6H11O2
Source: OMol25
Level of theory: wB97M-V/def2-TZVPD

Values from the calculation:
Lowest unoccupied orbital energy (alpha / beta): 0.9484 / -3.1051 eV
2S+1: 2
Relative energy (zero: lowest compared OMol25 entry of this formula, charge and spin): 12.8 kcal/mol
Expectation value of S²: 0.76
HOMO energy (alpha / beta): -11.08 / -10.49 eV
Electronic energy: -385.6119 Ha
Orbital gap (alpha / beta): 12.0 / 7.4 eV

Geometry (Å):
1 O -2.98220 0.76076 0.23431
2 C -2.25408 0.71516 -0.75685
3 O -2.48904 -0.13958 -1.66018
4 C -1.04052 1.62539 -0.90824
5 C 0.00843 1.21388 0.17452
6 C 0.80397 0.04774 -0.41331
7 C 1.54353 -0.80010 0.69348
8 C 0.80948 -2.11882 0.86792
9 H -0.73020 1.76121 -1.94274
10 H -1.34169 2.62745 -0.51225
11 H 0.51651 2.13498 0.45023
12 H -0.48626 0.84860 1.06951
13 H 0.05576 -0.64910 -0.80781
14 H 1.55184 0.38229 -1.14335
15 H 2.61590 -0.89221 0.56980
16 H 1.53386 -0.15441 1.56646
17 H 1.15576 -2.73226 1.70063
18 H -0.27084 -1.89304 0.82855
19 H 0.99978 -2.73796 -0.01066

***

Record 3
Formula: C5H8N2O3
Source: OMol25
Level of theory: wB97M-V/def2-TZVPD

Values from the calculation:
Lowest unoccupied orbital energy: 0.3361 eV
2S+1: 1
Relative energy (zero: lowest compared OMol25 entry of this formula, charge and spin): 35.0 kcal/mol
HOMO energy: -10.09 eV
Electronic energy: -530.5215 Ha
Orbital gap: 10.4 eV

Geometry (Å):
1 O 1.27519 -1.41316 2.39126
2 C 1.50011 -0.41858 1.74927
3 C 0.90266 -0.14180 0.38398
4 N -0.14919 -1.04578 -0.00242
5 C -1.32264 -0.42544 -0.36978
6 O -2.38108 -0.94945 -0.64205
7 N -1.14168 0.99042 -0.23857
8 C -0.99643 1.42153 1.16564
9 C 0.19427 1.21550 0.31592
10 H 2.17787 0.37826 2.12505
11 H 1.73728 -0.14941 -0.33781
12 H -0.07418 -2.05108 0.07002
13 H -1.33883 2.43647 1.36206
14 H -1.22992 0.68184 1.93520
15 H 0.75150 2.06781 -0.06992
16 O -0.29749 -0.97253 -3.47545
17 H 0.12600 -1.40196 -2.67903
18 H 0.26655 -0.22264 -3.68338

***

Record 4
Formula: C6H10O
Source: OMol25
Level of theory: wB97M-V/def2-TZVPD

Values from the calculation:
Lowest unoccupied orbital energy: 0.9246 eV
2S+1: 1
Relative energy (zero: lowest compared OMol25 entry of this formula, charge and spin): 28.7 kcal/mol
HOMO energy: -8.95 eV
Electronic energy: -309.7967 Ha
Orbital gap: 9.9 eV

Geometry (Å):
1 C -0.06561 -1.26990 -0.45954
2 C -1.17590 -1.22621 0.26907
3 C -1.74459 0.16559 0.37942
4 C -0.81359 1.02280 -0.51712
5 C 0.25725 0.05807 -1.08699
6 H 0.55054 -2.15255 -0.60906
7 H -1.62885 -2.08630 0.75487
8 H -2.79014 0.21541 0.05261
9 H -1.72793 0.50265 1.42462
10 H -1.37512 1.50562 -1.32258
11 H -0.33954 1.82630 0.05818
12 H 1.27539 0.40149 -0.84587
13 H 0.23258 -0.01270 -2.18108
14 C 2.33903 0.26504 1.01900
15 O 1.73718 -0.59948 1.60311
16 H 3.17160 0.04464 0.32072
17 H 2.09770 1.33953 1.14066